No. 1
{
  "formula": "C6H17N2",
  "method": "ωB97M-V/def2-TZVPD",
  "charge": 1,
  "relative_energy_kcal_mol": 29.9,
  "gap_ev": 9.025,
  "lumo_ha": -0.10897,
  "energy_ev": -9470.737,
  "elements": ["C", "C", "N", "C", "H", "H", "H", "H", "H", "H", "H", "C", "C", "N", "C", "H", "H", "H", "H", "H", "H", "H", "H", "H", "H"],
  "xyz": [[2.4248, 1.0914, -1.5642], [2.1192, 1.1190, -0.2664], [2.6252, 0.2617, 0.7243], [1.6221, -0.3642, 1.5693], [3.0924, 0.3253, -1.9281], [2.0687, 1.8912, -2.1960], [1.4474, 1.8635, 0.1549], [3.2451, -0.4267, 0.3138], [2.0943, -0.7656, 2.4600], [0.9044, 0.3936, 1.8751], [1.1094, -1.2263, 1.1021], [-2.4083, 0.0777, 1.5390], [-2.2079, -0.6192, 0.2129], [-1.0671, -0.0021, -0.5546], [-0.8076, -0.6458, -1.8832], [-2.6528, 1.1325, 1.4365], [-3.2396, -0.3948, 2.0598], [-1.5388, -0.0554, 2.1758], [-1.9286, -1.6591, 0.3644], [-3.0840, -0.5748, -0.4314], [-0.2229, -0.0362, 0.0272], [-1.2804, 0.9907, -0.6641], [-0.5789, -1.6933, -1.7034], [-0.0067, -0.0998, -2.3690], [-1.7296, -0.5835, -2.4547]],
  "lowdin_charge": [0.00, -0.28, -0.08, -0.12, 0.06, 0.06, 0.11, 0.12, 0.09, 0.07, 0.08, -0.06, -0.18, -0.01, 0.02, 0.09, 0.10, 0.07, 0.13, 0.13, 0.10, 0.18, 0.11, 0.08, 0.11]
}

---

No. 2
{
  "formula": "C6H17N2O3",
  "method": "ωB97M-V/def2-TZVPD",
  "charge": 1,
  "relative_energy_kcal_mol": 129.8,
  "gap_ev": 9.962,
  "lumo_ha": -0.11564,
  "smiles": "CC[N@@H+](C)[C@](O)(OO)N(C)C",
  "energy_ev": -15608.813,
  "elements": ["C", "C", "N", "C", "C", "O", "O", "O", "N", "C", "C", "H", "H", "H", "H", "H", "H", "H", "H", "H", "H", "H", "H", "H", "H", "H", "H", "H"],
  "xyz": [[2.9225, 1.0847, 0.0942], [2.0889, -0.0836, 0.3465], [0.7318, 0.0987, -0.3614], [0.7986, -0.0713, -1.8401], [-0.4484, -0.7107, 0.3457], [-0.1568, -0.5886, 1.6760], [-0.6949, -1.8903, -0.2720], [0.5648, -2.6080, -0.6262], [-1.7479, 0.2527, 0.0970], [-1.8599, 1.1297, 1.2270], [-2.9294, -0.5156, -0.0561], [2.6025, 1.8411, 0.8503], [3.9095, 0.8662, 0.1999], [2.6764, 1.4980, -0.9296], [1.8365, -0.2218, 1.4989], [2.4944, -1.0399, 0.0215], [0.4103, 1.1239, -0.3551], [1.1103, 0.9079, -2.3254], [1.5062, -0.8476, -2.1918], [-0.1364, -0.4542, -2.3087], [-0.8822, -0.8661, 2.2610], [0.1095, -3.5293, -0.6604], [-0.9304, 1.6791, 1.4201], [-2.5090, 1.9798, 1.0361], [-2.3135, 0.5813, 2.2053], [-3.5264, -0.4929, 0.8911], [-3.4260, -0.0148, -0.8991], [-2.7455, -1.5344, -0.3378]],
  "lowdin_charge": [-0.06, -0.18, -0.03, -0.02, -0.46, 0.04, -0.04, 0.04, -0.15, -0.12, -0.09, 0.11, 0.06, 0.10, 0.17, 0.13, 0.19, 0.12, 0.11, 0.12, 0.14, 0.18, 0.09, 0.10, 0.14, 0.11, 0.11, 0.08]
}

---

no.,HOMO energy (eV)
1,-11.99
2,-13.11